# 1
{
  "formula": "CH2NOP",
  "method": "ωB97M-V/def2-TZVPD",
  "species": ["P", "O", "N", "C", "H", "H"],
  "positions_angstrom": [[0.6279, -0.2824, -0.0339], [1.5407, 0.9904, 0.0264], [4.1888, -0.5105, -0.0645], [3.5246, 0.3872, 0.0307], [-0.0576, -0.1981, 1.2569], [-0.1648, 0.1258, -1.1165]],
  "homo_energy_ha": [-0.3850, -0.3847],
  "gap_ev": [7.6, 8.2],
  "de_lowest_ev": 5.160
}


# 2
{
  "formula": "C67H57AsN5OPdS4",
  "method": "ωB97M-V/def2-TZVPD",
  "species": ["Pd", "As", "S", "S", "S", "S", "O", "N", "N", "N", "N", "N", "C", "C", "C", "C", "C", "C", "C", "C", "C", "C", "C", "C", "C", "C", "C", "C", "C", "C", "C", "C", "C", "C", "C", "C", "C", "C", "C", "C", "C", "C", "C", "C", "C", "C", "C", "C", "C", "C", "C", "C", "C", "C", "C", "C", "C", "C", "C", "C", "C", "C", "C", "C", "C", "C", "C", "C", "C", "C", "C", "C", "C", "C", "C", "C", "C", "C", "C", "H", "H", "H", "H", "H", "H", "H", "H", "H", "H", "H", "H", "H", "H", "H", "H", "H", "H", "H", "H", "H", "H", "H", "H", "H", "H", "H", "H", "H", "H", "H", "H", "H", "H", "H", "H", "H", "H", "H", "H", "H", "H", "H", "H", "H", "H", "H", "H", "H", "H", "H", "H", "H", "H", "H", "H", "H"],
  "positions_angstrom": [[0.8206, 0.7576, 0.6937], [3.0704, 0.3422, 1.2478], [-2.6281, -1.0272, -2.2365], [-2.3611, 0.2991, 0.3232], [0.0747, -0.3505, -2.6167], [1.4685, 3.8425, -1.0575], [2.2307, 2.6152, -0.6513], [-0.6534, -3.3632, 9.5205], [0.6973, -0.0616, -1.3544], [-2.9735, 0.0616, -1.2067], [-1.1970, -1.4490, -2.6250], [-1.2136, 1.1707, 0.4854], [-4.8004, -2.5179, -1.6411], [-0.2749, -2.0832, 7.3049], [-1.6326, 3.1928, -3.3378], [-5.4709, -3.6855, -1.3268], [4.3664, 0.2840, -0.1963], [-3.4276, -2.5683, -1.8540], [-5.9272, 2.0789, 2.4675], [0.7269, 5.7053, 0.7686], [1.5570, -2.6376, -5.6432], [-0.6401, 1.0265, -3.5156], [-0.7051, -0.7642, 7.1786], [-3.5955, 1.5013, 2.3583], [3.3314, -1.3179, -4.6835], [0.5421, -2.0409, 5.0465], [4.9826, 1.4573, -0.6192], [2.6634, -2.4818, 1.4953], [0.3143, -0.0508, 3.6552], [5.2496, 1.5991, 2.6639], [0.4046, 4.2740, 0.3670], [-4.7674, -4.8804, -1.2216], [2.4418, -0.7720, -3.7705], [-3.3823, -1.9497, 1.5967], [4.0805, -1.5761, 3.2143], [2.5681, 5.2681, -0.7430], [2.8245, -3.7514, 2.0316], [-3.4722, -1.3081, -4.7845], [3.6098, -3.9355, 3.1629], [-0.9494, -3.2890, 1.4399], [5.0346, 3.4520, 4.1785], [-1.3979, 2.1389, -5.4901], [2.8896, -2.2472, -5.6155], [-1.8090, 3.2161, -4.7131], [-1.0422, 2.0941, -2.7304], [-6.1254, 1.5704, 1.1907], [-3.5139, -0.4720, -3.6752], [5.9046, 1.4251, -1.6535], [4.6760, -0.9184, -0.8220], [-3.8112, 0.9878, 1.0874], [3.6625, 3.4620, 3.9734], [-0.4822, -2.7934, 8.5371], [-2.0418, -3.8950, 2.0426], [-4.6670, 2.0439, 3.0498], [-3.3979, -4.9115, -1.4330], [-0.5120, -0.0887, 5.9881], [-4.1837, 0.7374, -3.6911], [5.6035, -0.9488, -1.8552], [-0.8093, 1.0348, -4.8942], [3.0782, 2.5387, 3.1165], [-3.2579, -3.2293, 2.1159], [0.4881, 0.3949, 2.5411], [-5.0632, 1.0148, 0.4917], [2.2417, 5.8286, 0.6362], [-1.0602, -2.0124, 0.9100], [-2.2780, -1.3544, 0.9994], [3.3080, -1.3919, 2.0750], [4.2282, -2.8464, 3.7578], [0.1098, -0.7168, 4.9063], [-2.7123, -3.7479, -1.7579], [-4.8302, 1.1199, -4.8596], [1.1101, -1.1614, -3.8191], [-4.1249, -0.9172, -5.9389], [0.3529, -2.7187, 6.2345], [0.6548, -2.0904, -4.7433], [-4.8019, 0.2977, -5.9750], [5.8290, 2.5195, 3.5244], [3.8708, 1.6029, 2.4636], [6.2164, 0.2226, -2.2744], [0.7213, 3.5592, 1.1323], [-4.1082, -1.5576, -6.8104], [-5.3543, 2.0657, -4.8936], [-0.8957, 2.0458, -1.6580], [1.0267, -2.5260, 4.2091], [-6.7591, 2.5076, 3.0105], [-4.1841, 1.3666, -2.8120], [-0.8388, 0.9377, 5.8871], [2.7334, 5.2334, 1.4097], [-2.2631, 4.0773, -5.1863], [5.8757, 0.8860, 2.1397], [-2.9405, -2.2511, -4.7401], [5.8557, -1.8934, -2.3202], [-4.3270, -1.4269, 1.6694], [2.0311, -2.3343, 0.6249], [-1.9504, 4.0340, -2.7338], [-1.9442, -4.8868, 2.4652], [-5.3108, 0.6015, -6.8802], [-1.5274, 2.1621, -6.5642], [4.8259, -2.9816, 4.6499], [0.6870, -3.7421, 6.3422], [2.3858, 5.9986, -1.5329], [3.7334, -4.9255, 3.5823], [-1.6444, -3.7446, -1.9243], [-0.0005, -3.8067, 1.3897], [2.7630, -0.0568, -3.0221], [2.3405, -4.6017, 1.5668], [-1.1864, -0.2768, 8.0156], [5.4871, 4.1707, 4.8493], [0.2355, 6.4139, 0.0958], [-2.8557, -5.8436, -1.3458], [-5.3354, -1.5800, -1.7277], [-5.2000, 0.6154, -0.5027], [4.3696, -1.0171, -4.6615], [-2.5981, 1.4729, 2.7835], [-5.2941, -5.7925, -0.9736], [-0.2165, -1.5273, 0.4388], [6.3891, 2.3396, -1.9705], [4.7424, 2.3966, -0.1392], [6.8998, 2.5115, 3.6803], [3.5769, 4.8725, -0.8557], [-0.6385, 4.0766, 0.1293], [3.0426, 4.1864, 4.4860], [-4.1091, -3.6981, 2.5918], [-6.5400, -3.6659, -1.1633], [4.5592, -0.7323, 3.6930], [-0.4783, 0.2021, -5.5005], [-7.1070, 1.6071, 0.7373], [2.0054, 2.5297, 2.9699], [0.3725, 5.9155, 1.7780], [2.5855, 6.8578, 0.7386], [-4.5170, 2.4444, 4.0433], [4.2221, -1.8445, -0.4929], [-0.3854, -2.3860, -4.7479], [1.2203, -3.3681, -6.3668], [3.5877, -2.6743, -6.3236], [6.9454, 0.1988, -3.0744]],
  "charge": 1,
  "homo_energy_ha": -0.3565,
  "gap_ev": 7.6,
  "de_lowest_ev": 0.000
}


# 3
{
  "formula": "C2H2ClO4P",
  "method": "ωB97M-V/def2-TZVPD",
  "species": ["Cl", "P", "O", "O", "O", "O", "C", "C", "H", "H"],
  "positions_angstrom": [[-2.7060, 0.8585, -0.1042], [-0.9773, -1.3981, -0.0809], [2.7287, -0.1764, -0.1783], [-1.0814, -1.8592, -1.5403], [-1.4042, -2.3416, 1.0188], [0.8568, -1.3264, 0.2140], [1.5382, -0.4846, -0.4569], [-1.0049, 0.3789, 0.3273], [-1.1396, 0.6223, 1.4831], [1.1117, -0.0733, -1.3691]],
  "charge": -2,
  "homo_energy_ha": 0.0341,
  "gap_ev": 5.3,
  "de_lowest_ev": 1.711,
  "smiles": "O=COP([O-])([O-])=CCl"
}


# 4
{
  "formula": "C17H37AsCl12F6NO2",
  "method": "ωB97M-V/def2-TZVPD",
  "species": ["As", "Cl", "Cl", "Cl", "Cl", "Cl", "Cl", "Cl", "Cl", "Cl", "Cl", "Cl", "Cl", "F", "F", "F", "F", "F", "F", "O", "O", "N", "C", "C", "C", "C", "C", "C", "C", "C", "C", "C", "C", "C", "C", "C", "C", "C", "C", "H", "H", "H", "H", "H", "H", "H", "H", "H", "H", "H", "H", "H", "H", "H", "H", "H", "H", "H", "H", "H", "H", "H", "H", "H", "H", "H", "H", "H", "H", "H", "H", "H", "H", "H", "H", "H"],
  "positions_angstrom": [[-1.3095, -0.3157, 2.0179], [6.9307, 2.3466, -0.9515], [5.5624, 6.4239, -0.2368], [3.9666, 5.1308, 7.2760], [1.5280, 0.4650, -9.3385], [8.3563, -2.3119, 4.7510], [2.3479, -7.1286, -2.3550], [-7.5198, 2.5594, 7.9704], [1.8681, 2.5884, -6.5106], [2.7030, -10.2790, -1.2273], [5.9272, -3.9038, 6.7016], [4.0811, 2.7030, 9.6474], [-9.7262, 2.0135, 5.3650], [-0.9878, -0.1905, 3.7962], [-1.6503, -0.2808, 0.2854], [0.1556, 0.5916, 1.7409], [-2.8766, -1.2076, 2.3601], [-0.3122, -1.8295, 2.0011], [-2.2096, 1.2737, 2.2331], [-4.4026, 6.8921, -4.7622], [-5.8085, -5.0896, -6.5429], [-3.8710, 5.9295, -2.8234], [1.8664, 0.8010, -6.6135], [-4.2374, 5.9032, -4.0897], [2.6477, 3.9850, 7.6423], [-4.7960, -4.3740, -4.4624], [7.1165, -1.5592, 5.8710], [5.7976, -2.3755, 5.7047], [-5.0705, -2.8601, -6.5557], [7.0303, 4.1127, -0.5983], [-4.7832, -4.2842, -5.9961], [3.1443, -8.8198, -0.2254], [-7.9448, 1.7014, 5.3804], [2.6020, 3.6924, 9.1116], [-7.4433, 1.2610, 6.7363], [2.5541, 0.2276, -7.8924], [3.5844, -7.6857, -1.0854], [5.8571, 4.9166, -1.1730], [-4.3841, 4.5088, -4.6218], [3.8869, -9.0117, 0.5490], [-5.6847, -3.9169, -4.0271], [-3.5150, 3.9081, -4.3537], [1.8087, 3.0037, 9.4023], [-7.8637, 0.3057, 7.0505], [-3.8181, -3.9802, -4.1856], [7.9784, 4.4342, -1.0294], [3.7526, -6.7800, -0.5026], [2.7706, -0.8368, -7.8012], [-5.8099, -4.5995, -7.3684], [4.5434, -7.8461, -1.5781], [-7.6982, 0.9046, 4.6787], [3.4525, 0.7998, -8.1237], [-3.5619, 6.7588, -2.3368], [2.7593, 3.1484, 6.9526], [-4.3671, 4.4868, -5.7115], [7.5337, -1.4167, 6.8679], [-5.5905, -2.8768, -7.5135], [-4.1835, -2.2429, -6.6981], [-3.8170, -4.6487, -6.3451], [2.5942, 4.5878, 9.7331], [-5.7911, -2.3199, -5.9417], [-7.4932, 2.6539, 5.1030], [-5.3494, 4.0378, -4.4360], [-4.8629, -5.4180, -4.1560], [4.9399, 4.3530, -1.0025], [6.7530, -0.6032, 5.4942], [-6.4029, 0.9553, 6.6257], [5.7855, 5.1808, -2.2281], [1.6328, 4.3726, 7.5541], [5.6639, -2.6845, 4.6680], [2.3014, 0.4339, -5.6839], [2.1996, -8.5469, 0.2448], [-3.7280, 4.9987, -2.4582], [4.8743, -1.8458, 5.9396], [7.1442, 4.2917, 0.4709], [0.8686, 0.4272, -6.3838]],
  "charge": -1,
  "homo_energy_ha": -0.3030,
  "gap_ev": 10.0
}


# 5
{
  "formula": "C3H6CoLiO5",
  "method": "ωB97M-V/def2-TZVPD",
  "species": ["Co", "O", "O", "O", "O", "O", "C", "C", "C", "Li", "H", "H", "H", "H", "H", "H"],
  "positions_angstrom": [[-2.4289, 3.2342, 0.3467], [0.0956, -2.2660, 0.7453], [-0.7328, 3.0378, 0.5656], [0.8496, -0.1948, 0.1700], [-0.6117, -2.0126, -1.3570], [1.6232, -2.2795, -0.9308], [-0.2044, 0.7391, 0.1144], [0.3660, -1.8907, -0.5474], [0.2984, 2.1308, 0.4714], [-1.6790, -2.7814, 0.0170], [-0.9982, 0.4426, 0.8298], [-0.6870, 0.7576, -0.8795], [1.6467, -2.2924, -1.8939], [0.5589, -1.1030, 1.2248], [1.0399, 2.4244, -0.2999], [0.8635, 2.0540, 1.4234]],
  "homo_energy_ha": [-0.2615, -0.3439],
  "gap_ev": [6.4, 8.2],
  "multiplicity": 5,
  "de_lowest_ev": 1.786
}


# 6
{
  "formula": "C5H13NO",
  "method": "ωB97M-V/def2-TZVPD",
  "species": ["O", "N", "C", "C", "C", "C", "C", "H", "H", "H", "H", "H", "H", "H", "H", "H", "H", "H", "H", "H"],
  "positions_angstrom": [[0.3592, -3.1538, -1.0083], [-1.4912, -0.2980, -0.2755], [-1.9302, -1.1684, 0.7701], [-1.3309, 1.1056, 0.0320], [1.1708, 1.0286, -0.2165], [2.5850, 1.4342, 0.0894], [0.0961, 1.5232, 0.3819], [-1.4851, -0.5451, -1.2448], [-1.6936, 1.7223, -0.7984], [0.9685, 0.4578, -1.1216], [-1.3595, -0.9459, 1.6771], [0.2013, 2.1769, 1.2355], [3.1525, 0.7265, 0.6817], [1.1264, -2.6996, -0.6349], [-3.0068, -1.1338, 0.9806], [-1.9758, 1.3451, 0.8814], [3.0784, 1.7699, -0.8221], [-1.6971, -2.2097, 0.5390], [0.6949, -3.4707, -1.8559], [2.5370, 2.3348, 0.7092]],
  "homo_energy_ha": -0.2914,
  "gap_ev": 8.7,
  "de_lowest_ev": 1.936,
  "smiles": "C/C=C/CNC.O"
}


# 7
{
  "formula": "C3H6BrNO2",
  "method": "ωB97M-V/def2-TZVPD",
  "species": ["Br", "O", "O", "N", "C", "C", "C", "H", "H", "H", "H", "H", "H"],
  "positions_angstrom": [[-4.7393, -0.5271, -0.7093], [-1.4829, -0.4762, 0.1994], [-0.9528, 1.5404, -0.4736], [-0.6628, 0.3987, -0.1141], [1.6096, 0.7132, -0.9583], [1.1540, -0.7698, 1.0102], [0.7588, 0.0937, -0.1146], [1.4283, 1.3844, -1.6868], [-3.3665, -0.1615, -0.3081], [2.2236, -0.9804, 0.8560], [0.8933, -0.3686, 1.9902], [0.4637, -1.6670, 1.0245], [2.6728, 0.8202, -0.7156]],
  "homo_energy_ha": -0.3777,
  "gap_ev": 9.2,
  "de_lowest_ev": 3.812,
  "smiles": "C=C(C)[N+](=O)[O-].Br"
}


# 8
{
  "formula": "C34H24BFNO8",
  "method": "ωB97M-V/def2-TZVPD",
  "species": ["F", "O", "O", "O", "O", "O", "O", "O", "O", "N", "C", "C", "C", "C", "C", "C", "C", "C", "C", "C", "C", "C", "C", "C", "C", "C", "C", "C", "C", "C", "C", "C", "C", "C", "C", "C", "C", "C", "C", "C", "C", "C", "C", "C", "B", "H", "H", "H", "H", "H", "H", "H", "H", "H", "H", "H", "H", "H", "H", "H", "H", "H", "H", "H", "H", "H", "H", "H", "H"],
  "positions_angstrom": [[-1.1951, -0.3890, -3.8139], [-4.1311, 2.2929, 0.0773], [-2.2619, -0.0847, -0.3376], [0.1615, 5.0868, 1.7416], [2.7360, -3.5289, -0.2787], [-2.6899, 1.3293, -3.8041], [2.2954, -6.2596, -4.8416], [-6.3326, 1.6304, 0.4384], [2.3605, 1.4346, 4.9519], [-3.2555, -0.5988, -2.4536], [-3.1861, 0.1825, -1.1556], [-2.0456, 1.6380, 2.6053], [0.5164, 2.0428, 3.6307], [2.6494, -4.1296, -1.3359], [0.6728, 4.2366, 2.4499], [0.3363, -4.3371, -4.3112], [-0.1786, 0.8697, 3.9271], [2.4093, -5.6148, -3.8120], [1.4008, -4.5961, -3.4463], [-5.7173, 4.1753, 1.1030], [0.5309, -2.9565, -1.8975], [3.5659, -5.8346, -2.9128], [2.7856, 5.5419, 2.5802], [-1.3547, 2.8062, 2.3023], [-0.0681, 3.0069, 2.8066], [5.6495, -6.9557, -2.4409], [1.8665, 2.2554, 4.1954], [3.9033, 3.6778, 4.3238], [4.8119, -5.2836, -0.9187], [-0.6239, -3.3906, -3.9696], [4.5408, -6.7715, -3.2593], [-2.4307, 0.1897, -3.3875], [4.6291, 4.8022, 3.9472], [1.5045, -3.8956, -2.2436], [4.0741, 5.7295, 3.0681], [5.7900, -6.2052, -1.2756], [2.6162, 3.4777, 3.8219], [2.0515, 4.4182, 2.9612], [-5.7051, 0.6380, -0.4181], [-0.5309, -2.7057, -2.7599], [-4.6121, 5.1417, 1.0693], [-1.4546, 0.6670, 3.4111], [3.6944, -5.1008, -1.7338], [-4.2900, 1.3153, -0.9584], [-5.5232, 2.8407, 0.1611], [4.6460, 6.6007, 2.7646], [2.3563, 6.2703, 1.8996], [-4.2430, -0.4717, -2.7667], [-6.6236, 4.3606, 1.7823], [-4.6682, 6.1153, 0.4669], [6.6620, -6.3405, -0.6437], [-4.3632, 1.9125, -1.9298], [4.9241, -4.7054, -0.0070], [-1.4479, -3.1872, -4.6463], [-3.6832, 4.8450, 1.6744], [5.6316, 4.9539, 4.3350], [-5.2874, -0.3019, 0.1149], [-1.8191, 3.5563, 1.6695], [-5.7990, 3.2341, -0.9495], [6.4089, -7.6815, -2.7142], [-1.2812, -1.9764, -2.4912], [0.2553, -4.8689, -5.2541], [-1.9909, -0.2487, 3.6389], [-3.0440, 1.4824, 2.2084], [0.2737, 0.1098, 4.5568], [-6.2554, 0.3680, -1.3933], [4.3429, 2.9559, 5.0047], [0.6003, -2.4160, -0.9587], [4.4395, -7.3551, -4.1687]],
  "charge": -1,
  "homo_energy_ha": -0.1248,
  "gap_ev": 4.0
}